The following is a DFT calculation (wB97M-V/def2-TZVPD) of CF2Li3O3V2 as an isolated structure.

Geometry as XYZ:
```
11
Properties=species:S:1:pos:R:3:forces:R:3:lowdin_charge:R:1
O 1.052286 0.332186 -0.429527 0.749 3.407 -1.432 -0.20
F 2.951643 -1.630277 -1.035309 -3.146 0.311 -2.003 -0.55
V 1.129450 -1.581545 -2.175945 2.846 -0.522 3.107 1.40
C -0.174002 -0.024488 -0.339613 0.376 -1.290 4.782 -0.91
Li 1.141298 2.547046 -1.357163 -0.270 -0.153 -0.632 0.92
O -0.448556 -1.200392 -0.616460 -0.450 -1.704 -3.518 -0.05
V -1.477789 1.070146 2.460959 -2.858 -2.909 -1.175 1.47
O -1.039178 0.528309 0.466160 0.178 2.204 0.083 -0.25
Li -2.490968 -0.860665 0.106087 -0.497 -0.322 0.975 0.84
F -3.034646 -0.522322 2.058121 2.552 2.271 -0.198 -0.56
Li 2.390462 1.342003 0.862691 0.520 -1.294 0.009 0.90
```
Forces are in eV/Å.

Properties
total charge	+3
energy	-64576.739	eV
gap between HOMO and LUMO (spin up / spin down)	7.378 / 7.894	eV
M	220.72	g mol⁻¹
spin multiplicity	7
highest occupied orbital energy (spin up / spin down)	-20.2 / -20.7	eV